No. 1
The following is a quantum chemistry calculation of the molecule C12H17ClO2, from OMol25.

Summary:
Gap between HOMO and LUMO (eV): 10.054
Structure (SMILES): CCC[C@](O)(Cl)[C@](C)(O)c1ccccc1
Relative energy (zero: lowest compared OMol25 entry of this formula, charge and spin) (kcal per mole): 4.7

Last column: Mulliken charge in e.
Atoms and positions in Å:
C1 2.20752 2.89974 -0.13634  -1.53
C2 2.50100 1.42335 0.23815  -0.65
C3 1.32453 0.58015 -0.37481  -1.14
C4 1.08912 -0.78921 0.32184  0.17
O1 0.96930 -0.79417 1.70196  -0.56
Cl1 2.77082 -1.61533 -0.07489  -0.21
C5 -0.02112 -1.62024 -0.40480  1.78
C6 -0.10328 -2.97824 0.32352  -2.03
O2 0.39535 -1.77612 -1.72430  -0.57
C7 -1.34807 -0.90867 -0.17976  0.25
C8 -1.96172 -0.99718 1.05549  -0.36
C9 -3.19544 -0.40550 1.22861  -0.78
C10 -3.79107 0.28830 0.23558  -0.39
C11 -3.20811 0.36804 -1.05031  -0.79
C12 -2.00762 -0.30034 -1.28190  -0.36
H1 2.55327 2.93587 -1.11323  0.39
H2 1.25482 3.33136 -0.04448  0.43
H3 2.97203 3.46383 0.36513  0.40
H4 2.40952 1.43578 1.28478  0.35
H5 3.33890 0.87914 -0.04789  0.59
H6 0.43614 1.06394 -0.36441  0.61
H7 1.50441 0.11215 -1.40624  0.44
H8 1.65660 -0.27661 2.08993  0.42
H9 0.85193 -3.37084 0.58309  0.41
H10 -0.46605 -3.63636 -0.33467  0.61
H11 -0.70457 -3.06251 1.15978  0.41
H12 -0.36285 -1.54205 -2.27095  0.38
H13 -1.68841 -1.43173 1.97292  0.42
H14 -3.89582 -0.49847 2.14705  0.22
H15 -4.72902 0.73438 0.46205  0.41
H16 -3.88725 0.83174 -1.91627  0.21
H17 -1.54857 -0.33354 -2.22432  0.44

No. 2
The following is a quantum chemistry calculation of a cluster of 8 separate species, C20H59N7O11 in total, from OMol25.

Summary:
Gap between HOMO and LUMO (spin up / spin down) (eV): 2.616 / 8.933
Multiplicity: 2
Charge: -1

Last column: Löwdin spin population.
Atoms and positions in Å:
C1 -1.50730 5.94268 0.53057  0.01
O1 -1.37891 6.72108 1.43157  0.00
N1 -1.71382 4.65277 0.79654  0.00
N2 -1.43413 6.20999 -0.74300  0.02
H1 -1.56602 3.95863 0.07791  0.00
H2 -1.73626 4.44444 1.78457  0.00
H3 -1.57884 5.63344 -1.55954  0.04
H4 -1.31033 7.20824 -0.83394  0.01
C2 -2.04041 0.56363 2.65592  0.00
O2 -1.98709 -0.44273 2.01249  0.00
N3 -2.68394 0.61084 3.80618  0.00
N4 -1.69237 1.71794 2.19210  0.00
H5 -3.07166 -0.27932 4.08436  0.00
H6 -2.85245 1.44896 4.34402  0.00
H7 -1.55838 1.75176 1.19160  0.00
H8 -1.67156 2.49838 2.83287  0.00
C3 4.30887 -0.28668 0.15595  0.00
O3 3.26887 -1.19579 0.47711  0.00
C4 2.02461 -0.56203 0.28918  0.00
C5 1.27974 -1.00747 -1.09954  0.01
N5 1.09638 -2.45410 -1.19138  0.00
C6 0.45068 -2.64851 -2.49613  0.01
C7 0.11068 -4.12145 -2.81278  0.00
O4 1.19594 -5.03211 -2.90966  0.00
C8 1.97320 -4.78570 -4.06782  0.00
H9 4.66659 0.34692 0.96756  0.00
H10 4.04573 0.24297 -0.75965  0.00
H11 5.08999 -0.98068 -0.15443  0.00
H12 2.05050 0.52634 0.34291  0.00
H13 1.37810 -0.80941 1.13116  0.00
H14 1.71434 -0.55713 -1.99196  0.01
H15 0.31163 -0.50660 -1.09781  0.00
H16 0.44575 -2.67113 -0.44997  0.00
H17 1.05537 -2.18594 -3.27618  0.01
H18 -0.51970 -2.15211 -2.50397  0.00
H19 -0.46797 -4.02249 -3.73119  0.00
H20 -0.56207 -4.54095 -2.06476  0.00
H21 2.70683 -5.57103 -4.24984  0.00
H22 2.47433 -3.81836 -4.03275  0.00
H23 1.53117 -4.69586 -5.06012  0.00
C9 -3.42788 -4.51981 -1.14570  0.00
O5 -4.43976 -3.54080 -1.26181  0.00
C10 -4.22328 -2.41919 -0.34800  0.00
C11 -3.13352 -1.40514 -0.85665  0.00
N6 -3.48752 -0.89454 -2.15645  0.00
C12 -2.87354 0.42327 -2.50721  0.02
C13 -3.69949 1.19914 -3.58437  0.02
O6 -3.56474 2.65945 -3.63118  0.05
C14 -3.86129 3.43275 -2.46968  0.03
H24 -3.43634 -4.77347 -0.08566  0.00
H25 -2.44138 -4.11179 -1.36576  0.00
H26 -3.59896 -5.40646 -1.75617  0.00
H27 -4.13589 -2.79408 0.67176  0.00
H28 -5.14344 -1.85197 -0.48826  0.00
H29 -2.15463 -1.87728 -0.77320  0.00
H30 -3.11511 -0.56505 -0.16238  0.00
H31 -3.12399 -1.61742 -2.76093  0.00
H32 -1.84509 0.28935 -2.84255  0.02
H33 -2.75529 1.00233 -1.59135  0.00
H34 -4.72873 0.85548 -3.48103  0.00
H35 -3.58649 0.81615 -4.59859  0.01
H36 -4.11742 4.44125 -2.79437  0.01
H37 -3.04218 3.53079 -1.75726  0.01
H38 -4.66775 3.00388 -1.87487  0.00
C15 3.79295 -4.95794 4.02692  0.00
O7 3.47802 -3.67960 4.53677  0.00
C16 3.23392 -2.63073 3.53502  0.00
C17 3.51260 -1.26796 4.02395  0.00
N7 2.47018 -0.23210 3.70955  0.00
C18 2.94388 1.13531 4.00777  0.00
C19 2.01282 2.21877 3.58779  0.00
O8 2.28446 2.62331 2.18122  0.00
C20 1.66864 3.80482 1.75894  0.00
H39 3.64182 -5.62515 4.87550  0.00
H40 4.85386 -5.10520 3.82471  0.00
H41 3.27327 -5.30020 3.13200  0.00
H42 2.17933 -2.64206 3.25969  0.00
H43 3.74591 -2.78561 2.58529  0.00
H44 4.45938 -0.97181 3.57227  0.00
H45 3.68110 -1.29275 5.10056  0.00
H46 2.19391 -0.34964 2.74520  0.00
H47 3.95468 1.40430 3.70110  0.00
H48 3.10242 1.14926 5.08609  0.00
H49 2.07604 3.01068 4.33410  0.00
H50 0.98055 1.87960 3.67429  0.00
H51 2.17382 4.15437 0.85854  0.00
H52 1.65704 4.60470 2.49930  0.00
H53 0.61413 3.58595 1.59098  0.00
O9 2.21284 2.25468 -2.28308  0.09
H54 2.80390 1.81755 -2.89611  0.02
H55 1.39623 2.36047 -2.77114  0.02
O10 -0.25211 2.81336 -3.42994  0.27
H56 -0.55107 3.70281 -3.61899  0.10
H57 -0.07518 2.43180 -4.28978  0.11
O11 -0.53133 2.38827 -0.84940  0.04
H58 -0.48886 2.59815 -1.78234  0.02
H59 0.25880 1.87428 -0.68283  0.01

Number 1: strongest force on any atom 4.89 eV/A. Number 2: strongest force on any atom 3.84 eV/A.